{
  "formula": "C60H161N19O21",
  "method": "ωB97M-V with the def2-TZVPD basis set",
  "de_lowest_ev": 10.9813,
  "homo_lumo_gap_ev": 8.51,
  "mol_weight_g_mol": 1485.1,
  "lumo_energy_ev": 0.08,
  "multiplicity": 1,
  "homo_energy_ha": -0.3097,
  "species": ["C", "O", "N", "N", "H", "H", "H", "H", "C", "O", "N", "N", "H", "H", "H", "H", "C", "O", "N", "N", "H", "H", "H", "H", "C", "O", "N", "N", "H", "H", "H", "H", "C", "O", "C", "C", "N", "C", "C", "O", "C", "H", "H", "H", "H", "H", "H", "H", "H", "H", "H", "H", "H", "H", "H", "H", "C", "O", "C", "C", "N", "C", "C", "O", "C", "H", "H", "H", "H", "H", "H", "H", "H", "H", "H", "H", "H", "H", "H", "H", "C", "O", "C", "C", "N", "C", "C", "O", "C", "H", "H", "H", "H", "H", "H", "H", "H", "H", "H", "H", "H", "H", "H", "H", "C", "O", "C", "C", "N", "C", "C", "O", "C", "H", "H", "H", "H", "H", "H", "H", "H", "H", "H", "H", "H", "H", "H", "H", "C", "O", "C", "C", "N", "C", "C", "O", "C", "H", "H", "H", "H", "H", "H", "H", "H", "H", "H", "H", "H", "H", "H", "H", "C", "O", "C", "C", "N", "C", "C", "O", "C", "H", "H", "H", "H", "H", "H", "H", "H", "H", "H", "H", "H", "H", "H", "H", "C", "C", "C", "O", "C", "N", "H", "H", "H", "H", "H", "H", "H", "H", "H", "H", "H", "C", "C", "C", "O", "C", "N", "H", "H", "H", "H", "H", "H", "H", "H", "H", "H", "H", "C", "C", "C", "O", "C", "N", "H", "H", "H", "H", "H", "H", "H", "H", "H", "H", "H", "C", "C", "C", "O", "C", "N", "H", "H", "H", "H", "H", "H", "H", "H", "H", "H", "H", "C", "C", "C", "O", "C", "N", "H", "H", "H", "H", "H", "H", "H", "H", "H", "H", "H"],
  "coordinates": [[-7.7774, -3.6212, -3.9148], [-6.9204, -4.4706, -3.7315], [-8.7053, -3.3067, -3.0702], [-7.9543, -2.9923, -5.0116], [-8.6717, -3.8834, -2.2418], [-9.4077, -2.5819, -3.0316], [-8.5168, -2.1540, -4.9818], [-7.1902, -3.1119, -5.6612], [-4.2649, -4.0286, 3.0309], [-4.7844, -5.0270, 3.5172], [-4.1142, -3.7674, 1.8024], [-3.8963, -2.9747, 3.7089], [-4.4726, -4.4126, 1.1129], [-3.3802, -3.1176, 1.5593], [-4.0460, -3.0617, 4.7039], [-3.4989, -2.1521, 3.2781], [-1.3038, -8.0945, -4.7534], [-0.3141, -8.8200, -4.8919], [-2.3861, -8.2348, -4.0766], [-1.3634, -6.9064, -5.3083], [-3.1372, -7.5766, -4.2271], [-2.5894, -8.9947, -3.4431], [-0.5810, -6.6911, -5.9096], [-2.2128, -6.3606, -5.3343], [-13.3278, 0.8408, -3.4355], [-12.1777, 0.9320, -3.8164], [-14.1643, 0.0232, -3.9962], [-13.8109, 1.5930, -2.5396], [-13.7423, -0.5122, -4.7415], [-15.1578, 0.0214, -3.8144], [-14.7899, 1.6922, -2.3119], [-13.1175, 2.2536, -2.2187], [9.5385, 2.9772, 2.9616], [9.3686, 4.1222, 2.2101], [10.3802, 4.3305, 1.2588], [10.2602, 5.7434, 0.5778], [8.8650, 6.0020, 0.1795], [8.5869, 7.3868, -0.3275], [8.7239, 8.4807, 0.7716], [7.5325, 8.5506, 1.5510], [7.5298, 9.6596, 2.4404], [9.1979, 2.0502, 2.5003], [8.9882, 3.0584, 3.8990], [10.5553, 2.8041, 3.3142], [10.4948, 3.4735, 0.5951], [11.3170, 4.4082, 1.8105], [10.9174, 5.6583, -0.2876], [10.6004, 6.5549, 1.2211], [8.2654, 5.6806, 0.9261], [7.5732, 7.3795, -0.7281], [9.1652, 7.6420, -1.2156], [8.7451, 9.4495, 0.2725], [9.6926, 8.4748, 1.2712], [6.6095, 9.6425, 3.0242], [7.4783, 10.4840, 1.7291], [8.3636, 9.7044, 3.1410], [1.1756, 4.2321, 0.6505], [1.0985, 3.1032, -0.2382], [1.3826, 1.8566, 0.4392], [1.1485, 0.6365, -0.4983], [-0.3217, 0.6450, -0.7494], [-0.4687, 0.5693, -2.2185], [-1.9579, 0.8231, -2.5636], [-2.3090, 2.2000, -2.5124], [-3.5347, 2.2721, -3.2452], [2.1419, 4.3365, 1.1438], [0.4960, 4.0980, 1.4921], [0.8962, 5.1842, 0.1994], [0.6756, 1.8070, 1.2673], [2.3485, 1.9358, 0.9381], [1.4615, -0.2163, 0.1041], [1.7776, 0.5986, -1.3877], [-0.5655, 1.6130, -0.5954], [-0.2102, -0.4560, -2.4832], [0.1856, 1.3003, -2.6934], [-2.5567, 0.2092, -1.8908], [-2.1465, 0.3858, -3.5440], [-3.7908, 3.3304, -3.2964], [-4.2950, 1.7023, -2.7110], [-3.3345, 1.8943, -4.2478], [4.8696, -1.0534, 8.9369], [3.9297, -2.1359, 8.8884], [4.3433, -3.4772, 9.0761], [5.2106, -3.8724, 7.8465], [4.4726, -3.8134, 6.5498], [3.3248, -4.7338, 6.5437], [2.6548, -4.5528, 5.1385], [3.3924, -5.0590, 3.9885], [2.5924, -5.2452, 2.8159], [5.4968, -1.0815, 8.0460], [5.3457, -1.0884, 9.9168], [4.3739, -0.0893, 8.8228], [3.5256, -4.1845, 9.2148], [5.0993, -3.4731, 9.8613], [5.6302, -4.8702, 7.9751], [6.1113, -3.2643, 7.7629], [3.9300, -2.9618, 6.5322], [2.5071, -4.4666, 7.2131], [3.5608, -5.7902, 6.6713], [2.3910, -3.5083, 4.9725], [1.6897, -5.0587, 5.1115], [1.7288, -4.5922, 2.6904], [2.2792, -6.2868, 2.7462], [3.1755, -4.9365, 1.9483], [8.2024, -6.0160, -4.0902], [8.4409, -7.2635, -3.6569], [7.8125, -8.2633, -4.3794], [8.1194, -9.5908, -3.7631], [9.5153, -9.8075, -3.5957], [9.7157, -10.9186, -2.7782], [11.1185, -10.6062, -2.0476], [12.1565, -11.4103, -2.6282], [13.5235, -11.0646, -2.2794], [7.2252, -5.6663, -3.7573], [8.2162, -5.9191, -5.1758], [8.9333, -5.2999, -3.7145], [8.1009, -8.1376, -5.4230], [6.7286, -8.1535, -4.4130], [7.6239, -10.3240, -4.3995], [7.7137, -9.6779, -2.7552], [9.8866, -9.0075, -3.1035], [9.8240, -11.8787, -3.2828], [9.0305, -10.9720, -1.9322], [10.9976, -10.8761, -0.9985], [11.4996, -9.5869, -1.9854], [13.5905, -10.8983, -1.2043], [13.9173, -10.1496, -2.7221], [14.1936, -11.8562, -2.6150], [-3.9541, -10.6405, -9.7237], [-5.3531, -10.6766, -9.4593], [-5.7859, -9.8405, -8.4551], [-5.7739, -8.3020, -8.7613], [-6.7135, -7.9651, -9.8507], [-6.6386, -6.5681, -10.2452], [-5.2515, -6.0308, -10.6166], [-4.7118, -5.3458, -9.4429], [-3.5232, -4.6492, -9.7591], [-3.7478, -9.7464, -10.3121], [-3.6221, -11.4802, -10.3342], [-3.2786, -10.6411, -8.8683], [-5.2760, -10.0512, -7.5151], [-6.8186, -10.1218, -8.2489], [-4.7203, -8.1659, -9.0051], [-5.9587, -7.7364, -7.8481], [-7.5813, -8.4409, -9.6490], [-7.2144, -5.9097, -9.5948], [-7.3228, -6.4271, -11.0819], [-5.3866, -5.3488, -11.4561], [-4.5827, -6.7255, -11.1247], [-3.6844, -4.0854, -10.6780], [-2.6022, -5.2180, -9.8867], [-3.1686, -4.0535, -8.9181], [-2.6386, -2.5159, 8.8003], [-3.2547, -3.7571, 9.1142], [-3.1801, -4.1696, 10.4664], [-3.4229, -5.5943, 10.6353], [-4.6480, -6.1691, 9.9534], [-4.7859, -7.6602, 9.8894], [-6.1204, -8.0362, 9.1629], [-7.2390, -8.1309, 10.0365], [-8.3830, -8.4965, 9.1929], [-2.7400, -2.2645, 7.7445], [-1.5619, -2.6850, 8.8172], [-2.9864, -1.7034, 9.4381], [-3.8302, -3.5595, 11.0935], [-2.1489, -4.1272, 10.8171], [-3.3745, -5.8724, 11.6881], [-2.5158, -5.9244, 10.1290], [-4.6121, -5.8625, 8.9917], [-4.8214, -8.0696, 10.8990], [-3.9611, -8.0094, 9.2682], [-5.9786, -9.0107, 8.6957], [-6.2632, -7.3529, 8.3258], [-8.4895, -7.9383, 8.2627], [-9.2272, -8.3132, 9.8576], [-8.4499, -9.5788, 9.0826], [10.7085, 12.8419, 8.1790], [10.8816, 11.7749, 9.1891], [11.0467, 10.3418, 8.6215], [9.9673, 9.9257, 7.8001], [10.0129, 8.5990, 7.3968], [11.8903, 12.1425, 10.1353], [11.6011, 13.4555, 8.0566], [9.8010, 13.4289, 8.3206], [10.4594, 12.3245, 7.2525], [9.9362, 11.8580, 9.7252], [11.1732, 9.6956, 9.4902], [11.8350, 10.4017, 7.8711], [10.9222, 8.5131, 6.8018], [9.1058, 8.3910, 6.8294], [10.0622, 7.9239, 8.2511], [12.6685, 12.4215, 9.5551], [11.5603, 13.0106, 10.5323], [-13.3017, 6.2774, 3.7151], [-12.1052, 5.3430, 3.6216], [-11.0836, 5.7724, 2.5210], [-11.7553, 5.8755, 1.2860], [-10.9360, 6.4281, 0.2181], [-11.4603, 5.5838, 4.9388], [-13.6781, 6.4930, 2.7151], [-13.0916, 7.2486, 4.1632], [-14.0925, 5.8422, 4.3261], [-12.3982, 4.3251, 3.3642], [-10.3021, 5.0322, 2.3497], [-10.6860, 6.7213, 2.8810], [-10.0287, 5.8269, 0.2763], [-10.9421, 7.5172, 0.2624], [-11.3941, 6.2707, -0.7584], [-11.1684, 6.5457, 5.0371], [-12.1266, 5.4397, 5.6840], [0.9002, 8.4502, -6.1994], [-0.1939, 7.8102, -5.3090], [-1.6612, 7.7681, -5.8932], [-2.0609, 9.0532, -6.4382], [-2.9743, 8.9106, -7.5403], [0.2672, 6.4441, -4.9473], [1.9308, 8.1930, -5.9544], [0.8657, 9.5395, -6.2156], [0.7107, 8.1735, -7.2365], [-0.1487, 8.3902, -4.3872], [-2.2606, 7.6480, -4.9908], [-1.8505, 6.8933, -6.5153], [-3.9793, 8.6512, -7.2074], [-2.7312, 8.1431, -8.2751], [-3.1179, 9.8487, -8.0763], [0.8695, 6.4866, -4.1377], [-0.5926, 5.9965, -4.6638], [2.6432, 0.3734, -9.5803], [2.6272, 1.3828, -10.7183], [1.7179, 1.0737, -11.8731], [1.9766, -0.1958, -12.4953], [1.1753, -0.4818, -13.6507], [2.1279, 2.6441, -10.1397], [3.5481, 0.4342, -8.9758], [2.6976, -0.6253, -10.0137], [1.7565, 0.3958, -8.9467], [3.5915, 1.5563, -11.1960], [1.7298, 1.9060, -12.5768], [0.6909, 0.9287, -11.5380], [1.4745, 0.0538, -14.5517], [0.1158, -0.3548, -13.4285], [1.4510, -1.5204, -13.8338], [2.7550, 2.9539, -9.4111], [1.1913, 2.6600, -9.7620], [-4.6812, 7.4399, 7.6939], [-4.3123, 7.4825, 6.2455], [-4.2432, 6.1422, 5.4310], [-4.0871, 6.4749, 4.0313], [-4.1913, 5.3832, 3.1414], [-5.2170, 8.4306, 5.5574], [-4.7108, 8.4344, 8.1390], [-3.8650, 7.0473, 8.3003], [-5.5885, 6.8444, 7.7961], [-3.3013, 7.8888, 6.2762], [-5.1763, 5.6084, 5.6111], [-3.3619, 5.5422, 5.6578], [-4.0157, 4.3738, 3.5133], [-3.4752, 5.6668, 2.3701], [-5.2172, 5.2771, 2.7888], [-6.0873, 8.3495, 6.0635], [-5.4804, 8.0681, 4.6522]]
}